Entry a
This record from the Open Molecules 2025 dataset describes one molecule with the formula C5H11NO. The level of theory is ωB97M-V/def2-TZVPD.

Geometry as XYZ:
```
18
Properties=species:S:1:pos:R:3:lowdin_charge:R:1
C 2.044 1.927 -0.522 -0.108
C 0.900 1.143 0.220 -0.275
N 0.195 0.429 -0.783 -0.006
C -0.388 -0.884 -0.731 -0.413
O -0.608 -1.239 -1.860 0.070
C -0.793 -1.216 0.733 -0.183
C -2.158 -1.780 0.583 -0.103
H 1.907 2.082 -1.629 0.080
H 3.067 1.448 -0.445 0.076
H 2.242 2.886 -0.058 0.048
H 0.391 1.928 0.750 0.090
H 1.482 0.389 0.934 0.155
H -0.147 0.997 -1.513 0.115
H -0.793 -0.402 1.426 0.092
H -0.002 -1.843 1.182 0.124
H -2.189 -2.545 1.366 0.080
H -2.984 -1.095 0.760 0.085
H -2.166 -2.225 -0.412 0.074
```

Highest occupied orbital energy   -0.33093 hartree
SMILES string   CCNC(=O)CC
Kohn-Sham gap   9.922 eV

=====

Entry b
This record from the Open Molecules 2025 dataset describes one molecule with the formula C5H11NO. The level of theory is ωB97M-V/def2-TZVPD.

Geometry as XYZ:
```
18
Properties=species:S:1:pos:R:3:lowdin_charge:R:1
C 1.249 -1.304 1.485 -0.074
C -0.031 -0.456 1.546 -0.179
N -0.334 0.007 0.141 -0.134
C -1.157 -0.757 -0.801 -0.061
C 0.222 1.200 -0.262 -0.505
C -0.100 1.735 -1.665 -0.009
O 0.933 1.853 0.487 0.032
H 1.159 -2.354 1.788 0.069
H 2.128 -0.866 1.967 0.075
H 1.391 -1.253 0.414 0.067
H 0.107 0.435 2.168 0.108
H -0.876 -1.020 1.963 0.112
H -2.155 -0.310 -0.893 0.087
H -0.737 -0.793 -1.820 0.083
H -1.271 -1.794 -0.476 0.088
H 0.349 2.730 -1.736 0.082
H -1.181 1.828 -1.825 0.080
H 0.303 1.120 -2.481 0.079
```

Highest occupied orbital energy   -0.33590 hartree
SMILES string   CCN(C)C(C)=O
Kohn-Sham gap   10.011 eV

=====

Entry c
This record from the Open Molecules 2025 dataset describes one molecule with the formula C5H11NO. The level of theory is ωB97M-V/def2-TZVPD.

Geometry as XYZ:
```
18
Properties=species:S:1:pos:R:3:lowdin_charge:R:1
C -0.423 -0.073 -2.195 -0.077
C 0.764 0.254 -1.292 -0.217
N 0.463 0.043 0.121 -0.129
C 0.810 -1.248 0.675 -0.056
C -0.372 0.948 0.721 -0.503
C -0.848 0.652 2.133 -0.009
O -0.725 1.965 0.140 0.037
H -0.137 -0.020 -3.251 0.074
H -1.227 0.645 -2.012 0.071
H -0.805 -1.080 -1.993 0.071
H 1.057 1.299 -1.426 0.118
H 1.627 -0.374 -1.541 0.113
H 1.872 -1.454 0.496 0.090
H 0.645 -1.268 1.753 0.075
H 0.225 -2.060 0.220 0.093
H -1.534 1.452 2.414 0.083
H -0.017 0.627 2.846 0.084
H -1.375 -0.307 2.192 0.082
```

Highest occupied orbital energy   -0.33654 hartree
SMILES string   CCN(C)C(C)=O
Kohn-Sham gap   10.062 eV

=====

Entry d
This record from the Open Molecules 2025 dataset describes one molecule with the formula C5H11NO. The level of theory is ωB97M-V/def2-TZVPD.

Geometry as XYZ:
```
18
Properties=species:S:1:pos:R:3:lowdin_charge:R:1
C -0.963 -1.475 -0.431 -0.070
C -0.569 -0.006 -0.580 -0.381
C -1.430 0.881 0.330 -0.053
N 0.857 0.223 -0.281 -0.119
C 1.591 -0.659 0.607 -0.067
C 1.252 1.523 -0.360 -0.350
O 0.743 2.362 -1.077 0.024
H -0.802 -1.833 0.592 0.075
H -2.030 -1.570 -0.647 0.082
H -0.428 -2.149 -1.108 0.082
H -0.714 0.293 -1.623 0.141
H -1.114 1.930 0.322 0.071
H -2.469 0.862 -0.007 0.082
H -1.374 0.532 1.369 0.084
H 1.131 -0.771 1.599 0.091
H 1.696 -1.652 0.161 0.086
H 2.600 -0.259 0.741 0.086
H 2.023 1.767 0.392 0.136
```

Highest occupied orbital energy   -0.34023 hartree
SMILES string   CC(C)N(C)C=O
Kohn-Sham gap   10.173 eV

=====

On energetic grounds, entry c is preferred over the next structure by 8.7 kcal/mol.

=====

Entry a
This record from the Open Molecules 2025 dataset describes a 2-piece molecular cluster, C4H10S overall. The level of theory is ωB97M-V/def2-TZVPD.

Geometry as XYZ:
```
15
Properties=species:S:1:pos:R:3:lowdin_charge:R:1
C -2.684 2.007 2.412 -0.096
C -3.793 1.217 2.461 -0.085
H -1.961 1.898 3.306 0.078
H -2.540 2.768 1.741 -0.007
H -3.731 0.548 3.313 0.024
H -4.807 1.060 1.893 0.092
C 2.669 -1.604 -2.523 -0.096
C 2.323 -0.528 -1.440 -0.455
S 1.126 -1.134 -0.201 1.161
H 3.565 -2.119 -2.188 0.084
H 2.556 -1.386 -3.555 0.082
H 2.003 -2.519 -2.299 0.091
H 3.289 -0.220 -1.063 0.104
H 1.930 0.347 -1.856 0.062
H 0.056 -0.336 -0.001 -0.040
```

Net charge   +1
Highest occupied orbital energy (alpha / beta)   -0.45926 / -0.45923 hartree
2S+1   2
<S²>   0.753
Kohn-Sham gap (alpha / beta)   8.121 / 3.170 eV

=====

Entry b
This record from the Open Molecules 2025 dataset describes a 2-piece molecular cluster, C4H10S overall. The level of theory is ωB97M-V/def2-TZVPD.

Geometry as XYZ:
```
15
Properties=species:S:1:pos:R:3:lowdin_charge:R:1
C -1.476 2.520 0.844 -0.096
C -0.183 1.833 1.170 -0.206
C 0.038 0.564 0.259 -0.245
C 1.166 -0.332 0.660 -0.027
S 0.321 -2.429 -1.497 0.638
H -2.071 2.647 1.797 0.111
H -2.081 1.855 0.187 0.088
H -1.520 3.443 0.276 0.084
H 0.621 2.550 0.936 0.128
H -0.198 1.522 2.215 0.119
H -0.887 -0.017 0.242 0.107
H 0.072 0.829 -0.795 0.123
H 2.147 0.060 0.419 0.113
H 1.278 -0.792 1.632 0.116
H 1.078 -1.232 -0.065 -0.054
```

Net charge   +1
Highest occupied orbital energy (alpha / beta)   -0.56551 / -0.57434 hartree
2S+1   2
<S²>   1.043
Kohn-Sham gap (alpha / beta)   5.146 / 6.939 eV

=====

On energetic grounds, entry a is preferred over the next structure by 37.7 kcal/mol.

=====

Entry a
This record from the Open Molecules 2025 dataset describes one molecule with the formula C4H10N2O2. The level of theory is ωB97M-V/def2-TZVPD.

Geometry as XYZ:
```
18
Properties=species:S:1:pos:R:3:lowdin_charge:R:1
C -0.584 0.632 -2.140 -0.090
N 0.723 0.409 -1.604 0.013
C 1.094 0.647 -0.258 -0.438
O 2.258 0.313 -0.137 0.014
C 0.184 0.861 0.953 -0.151
N 0.543 -0.261 1.800 -0.061
C -0.273 -1.469 1.438 -0.248
O -1.567 -1.196 0.914 -0.063
H -0.783 -0.255 -2.680 0.070
H -1.439 0.571 -1.407 0.092
H -0.614 1.607 -2.608 0.079
H 1.508 0.344 -2.134 0.091
H -0.890 0.950 0.713 0.093
H 0.515 1.952 1.329 0.167
H 1.550 -0.548 1.900 0.137
H 0.283 -2.032 0.526 0.155
H -0.557 -2.124 2.387 0.145
H -1.950 -0.402 1.008 -0.005
```

Highest occupied orbital energy   -0.32478 hartree
SMILES string   CNC(=O)CNCO
Kohn-Sham gap   9.550 eV

=====

Entry b
This record from the Open Molecules 2025 dataset describes one molecule with the formula C4H10N2O2. The level of theory is ωB97M-V/def2-TZVPD.

Geometry as XYZ:
```
18
Properties=species:S:1:pos:R:3:lowdin_charge:R:1
C -1.783 -0.673 -0.616 -0.080
C -0.937 -0.160 0.484 -0.396
C -0.574 1.377 0.509 -0.245
O 0.027 1.782 -0.646 -0.017
N 0.255 -0.985 0.885 0.042
N 1.197 -1.010 -0.244 0.004
C 2.385 -0.364 -0.271 -0.364
O 2.630 0.706 0.230 0.015
H -1.401 -0.195 -1.497 0.059
H -1.711 -1.817 -0.671 0.106
H -2.893 -0.413 -0.411 0.116
H -1.564 -0.505 1.229 0.095
H -1.517 2.001 0.600 0.142
H -0.099 1.538 1.437 0.098
H 0.894 1.434 -0.552 0.028
H 0.859 -0.216 1.396 0.139
H 1.095 -1.786 -0.840 0.115
H 3.135 -0.714 -1.022 0.143
```

Highest occupied orbital energy   -0.34480 hartree
SMILES string   C[C@H](CO)NNC=O
Kohn-Sham gap   10.219 eV

=====

On energetic grounds, entry b is preferred over the next structure by 3.5 kcal/mol.

=====

Entry a
This record from the Open Molecules 2025 dataset describes a 2-piece molecular cluster, C4H10N2O2 overall. The level of theory is ωB97M-V/def2-TZVPD.

Geometry as XYZ:
```
18
Properties=species:S:1:pos:R:3:lowdin_charge:R:1
C 1.598 -0.109 -0.503 -0.010
C 1.477 1.384 -0.378 -0.573
N 2.604 2.134 -0.579 0.151
O 0.399 1.920 -0.184 0.022
H 2.384 -0.291 -1.247 0.078
H 0.726 -0.321 -1.131 0.067
H 1.647 -0.947 0.183 0.086
H 2.606 3.131 -0.774 0.118
H 3.474 1.647 -0.533 0.091
C -1.528 -1.812 -0.052 -0.013
C -2.167 -1.023 1.084 -0.599
N -2.088 0.322 1.041 0.175
O -2.774 -1.636 1.947 0.019
H -0.665 -2.359 0.303 0.075
H -1.259 -1.147 -0.875 0.057
H -2.278 -2.487 -0.446 0.080
H -2.633 0.743 1.756 0.100
H -1.524 0.848 0.388 0.074
```

Highest occupied orbital energy   -0.34431 hartree
SMILES string   CC(N)=O.CC(N)=O
Kohn-Sham gap   9.979 eV

=====

Entry b
This record from the Open Molecules 2025 dataset describes a 2-piece molecular cluster, C4H10N2O2 overall. The level of theory is ωB97M-V/def2-TZVPD.

Geometry as XYZ:
```
18
Properties=species:S:1:pos:R:3:lowdin_charge:R:1
C -0.365 1.544 -0.401 -0.022
C 1.075 1.707 -0.812 -0.601
N 1.255 2.325 -2.010 0.148
O 1.996 1.312 -0.131 0.041
H -0.997 2.409 -0.605 0.083
H -0.455 1.220 0.636 0.083
H -0.818 0.760 -1.016 0.074
H 2.170 2.422 -2.420 0.109
H 0.468 2.559 -2.607 0.106
C -1.366 -2.015 0.425 -0.011
C -0.460 -1.968 1.634 -0.595
N 0.777 -1.437 1.411 0.162
O -0.789 -2.450 2.699 0.041
H -1.564 -1.051 -0.044 0.049
H -2.331 -2.375 0.762 0.078
H -0.995 -2.707 -0.335 0.087
H 1.501 -1.526 2.105 0.110
H 0.898 -0.727 0.709 0.060
```

Highest occupied orbital energy   -0.35299 hartree
SMILES string   CC(N)=O.CC(N)=O
Kohn-Sham gap   10.159 eV

=====

Entry c
This record from the Open Molecules 2025 dataset describes a 2-piece molecular cluster, C4H10N2O2 overall. The level of theory is ωB97M-V/def2-TZVPD.

Geometry as XYZ:
```
18
Properties=species:S:1:pos:R:3:lowdin_charge:R:1
C -0.742 -1.131 1.502 -0.119
C -1.677 -1.076 0.556 -0.185
N -2.721 -1.970 0.416 0.057
N 0.186 -0.017 1.634 0.098
H -0.558 -1.964 2.165 0.107
H -1.642 -0.259 -0.155 0.118
H -3.088 -2.032 -0.519 0.086
H -2.582 -2.885 0.817 0.090
H 1.162 -0.246 1.371 0.119
H 0.199 0.402 2.558 0.143
H 0.044 0.752 0.812 0.072
O 0.108 1.371 -0.467 -0.077
C 1.246 1.006 -0.927 -0.681
O 2.098 0.365 -0.284 -0.038
C 1.556 1.415 -2.354 -0.014
H 2.124 0.635 -2.856 0.075
H 0.632 1.658 -2.875 0.072
H 2.179 2.305 -2.315 0.078
```

Highest occupied orbital energy   -0.32672 hartree
Kohn-Sham gap   9.650 eV

=====

Entry d
This record from the Open Molecules 2025 dataset describes a 2-piece molecular cluster, C4H10N2O2 overall. The level of theory is ωB97M-V/def2-TZVPD.

Geometry as XYZ:
```
18
Properties=species:S:1:pos:R:3:lowdin_charge:R:1
H 1.784 1.822 0.169 0.072
N 1.231 1.412 0.920 0.055
C 1.279 0.092 0.984 -0.352
O 2.217 -0.698 0.409 0.051
H 0.910 -0.383 1.887 0.137
H 2.631 -0.229 -0.329 0.115
C -0.174 -0.592 -1.445 -0.073
N -0.470 -0.131 -0.095 -0.269
C -1.498 -0.911 0.579 -0.072
C -0.596 1.385 0.025 -0.360
O -0.615 2.082 -0.970 0.024
H -1.073 -0.624 -2.061 0.092
H 0.527 0.097 -1.914 0.088
H 0.277 -1.584 -1.392 0.090
H -2.438 -0.910 0.019 0.091
H -1.684 -0.503 1.575 0.086
H -1.152 -1.941 0.697 0.094
H -1.155 1.617 0.942 0.131
```

Highest occupied orbital energy   -0.31477 hartree
SMILES string   [H]/N=C\O.CN(C)C=O
Kohn-Sham gap   9.262 eV

=====

On energetic grounds, entry b is preferred over the next structure by 9.8 kcal/mol.

=====

Entry a
This record from the Open Molecules 2025 dataset describes one molecule with the formula C4H10N2O2. The level of theory is ωB97M-V/def2-TZVPD.

Geometry as XYZ:
```
18
Properties=species:S:1:pos:R:3:lowdin_charge:R:1
C -0.115 1.905 0.945 -0.123
N -1.045 0.827 1.167 -0.135
C -1.556 0.153 0.008 -0.247
C -0.492 -0.537 -0.819 -0.180
N 0.478 -1.194 0.053 0.089
C 1.724 -1.510 -0.340 -0.626
O 2.577 -1.987 0.385 0.058
O 1.956 -1.256 -1.649 0.093
H 0.772 1.823 1.572 0.078
H -0.592 2.894 0.992 0.079
H 0.292 1.912 -0.067 0.073
H -1.723 0.978 1.884 0.102
H -2.270 -0.620 0.333 0.118
H -2.223 0.776 -0.617 0.117
H -0.894 -1.244 -1.530 0.117
H 0.068 0.178 -1.430 0.108
H 0.281 -1.361 1.025 0.149
H 2.761 -1.735 -1.912 0.131
```

Highest occupied orbital energy   -0.32736 hartree
SMILES string   CNCCNC(=O)O
Kohn-Sham gap   9.701 eV

=====

Entry b
This record from the Open Molecules 2025 dataset describes one molecule with the formula C4H10N2O2. The level of theory is ωB97M-V/def2-TZVPD.

Geometry as XYZ:
```
18
Properties=species:S:1:pos:R:3:lowdin_charge:R:1
C -0.073 -1.533 0.209 -0.035
C 0.094 -0.403 -2.042 -0.025
C -0.383 -0.260 -0.603 -0.628
O -1.697 0.124 -0.490 -0.027
H -0.436 -1.446 1.232 0.073
H -0.614 -2.351 -0.266 0.083
H 0.994 -1.752 0.207 0.080
H -0.186 0.479 -2.617 0.082
H -0.379 -1.274 -2.496 0.082
H 1.178 -0.528 -2.076 0.089
N 1.448 0.824 0.898 0.085
C 0.247 1.016 0.160 -0.347
O -0.911 0.952 2.146 0.004
N -1.013 1.328 0.843 0.059
H -1.764 1.195 2.536 0.126
H 1.779 1.688 1.312 0.083
H 1.344 0.139 1.635 0.070
H 0.372 1.802 -0.587 0.147
```

Highest occupied orbital energy (alpha / beta)   -0.32954 / -0.31674 hartree
Kohn-Sham gap (alpha / beta)   9.174 / 8.468 eV

=====

Entry c
This record from the Open Molecules 2025 dataset describes one molecule with the formula C4H10N2O2. The level of theory is ωB97M-V/def2-TZVPD.

Geometry as XYZ:
```
18
Properties=species:S:1:pos:R:3:lowdin_charge:R:1
C 1.866 0.249 0.888 -0.139
O 1.179 -0.315 -0.203 -0.173
C -0.380 -0.240 -0.311 -0.526
C -1.035 0.193 0.992 -0.028
C -0.810 -1.624 -0.778 -0.017
N -0.632 0.744 -1.330 0.046
N 0.238 1.919 -1.382 -0.019
O 0.471 2.542 -0.391 -0.012
H 1.677 1.329 0.974 0.066
H 1.603 -0.233 1.835 0.079
H 2.928 0.081 0.713 0.089
H -0.765 1.216 1.233 0.074
H -0.729 -0.468 1.799 0.084
H -2.116 0.130 0.883 0.091
H -0.282 -1.883 -1.693 0.086
H -0.557 -2.354 -0.012 0.092
H -1.882 -1.654 -0.960 0.088
H -0.774 0.368 -2.259 0.118
```

Highest occupied orbital energy   -0.33937 hartree
SMILES string   COC(C)(C)NN=O
Kohn-Sham gap   9.685 eV

=====

Entry d
This record from the Open Molecules 2025 dataset describes a 2-piece molecular cluster, C4H10N2O2 overall. The level of theory is ωB97M-V/def2-TZVPD.

Geometry as XYZ:
```
18
Properties=species:S:1:pos:R:3:lowdin_charge:R:1
O -1.267 -1.823 -1.119 0.072
C -1.446 -0.749 -0.562 -0.595
N -2.220 -0.335 0.391 0.104
C 1.963 -1.317 0.387 -0.252
O 2.284 -0.187 -0.291 -0.180
C -0.466 0.356 -1.177 -0.099
N 0.213 1.304 -0.387 0.048
C -0.480 1.807 0.749 -0.060
H -2.624 -1.146 0.852 0.078
H 2.462 -1.460 1.354 0.076
H 2.139 -2.211 -0.247 0.100
H 0.868 -1.442 0.561 0.081
H 0.346 -0.223 -1.616 0.117
H -0.904 0.836 -2.064 0.167
H 1.111 0.808 -0.106 0.067
H -1.233 1.077 1.105 0.070
H -0.933 2.774 0.570 0.111
H 0.186 1.932 1.601 0.098
```

Highest occupied orbital energy   -0.32786 hartree
Kohn-Sham gap   4.606 eV

=====

On energetic grounds, entry a is preferred over the next structure by 81.6 kcal/mol.